# 1
C6H15N2O3Rb as an isolated structure at a distorted geometry, computed with ωB97M-V/def2-TZVPD.

Last column: Mulliken charge in e.
Geometry (Å):
Rb  -1.28232  0.14514  2.83634  0.89
O  -2.21272  -0.87260  5.34452  -1.02
H  -1.33648  -1.02530  5.74880  0.12
C  -0.98288  -3.97598  0.25720  0.27
O  -0.12788  -4.93167  0.32097  -0.63
N  -0.74065  -2.77166  -0.31356  0.14
C  -1.93910  -1.93501  -0.45814  -0.82
C  0.43153  -2.18988  -0.90735  -0.84
H  -2.05840  -4.05716  0.47822  0.22
H  -1.98901  -1.38523  -1.39800  0.27
H  -1.71224  -1.18297  0.29755  0.13
H  -2.87703  -2.45911  -0.27450  0.31
H  0.33102  -1.94672  -1.96511  0.31
H  0.74038  -1.35251  -0.28163  0.24
H  1.26730  -2.88624  -0.83905  0.36
C  0.03706  2.87183  0.22979  0.01
O  -0.46607  1.84206  0.70960  -0.61
N  0.98186  2.73487  -0.74502  0.14
C  1.66376  3.93263  -1.30978  -0.91
C  1.74850  1.51474  -0.84141  -0.84
H  -0.41052  3.85389  0.44753  0.35
H  1.35476  4.84326  -0.79658  0.31
H  1.21786  4.08171  -2.29316  0.34
H  2.72746  3.80542  -1.51087  0.33
H  2.05912  1.00767  0.07210  0.27
H  1.00540  0.82987  -1.24989  0.22
H  2.56930  1.50892  -1.55859  0.43

Its HOMO energy is -0.2282 Eh. As for the molecular weight: 248.67 g/mol. The strongest force on any atom is 5.34 eV Å⁻¹.

=====

# 2
An isolated ion of composition C6H15N2S2 and charge +1 at a distorted geometry, computed with ωB97M-V/def2-TZVPD.

Last column: Mulliken charge in e.
Geometry (Å):
C  -2.02015  0.24846  -0.69210  -0.17
C  -1.00862  1.34710  -1.01435  -0.91
C  -1.44932  -1.11598  -0.79480  -0.93
C  0.09295  1.47708  0.04408  -1.16
C  0.21966  -0.95022  0.74502  -0.12
C  0.96882  0.24040  0.22112  0.13
N  -0.43661  -0.76320  1.93855  -0.34
N  1.62542  -0.15321  -1.06140  -0.10
S  1.11051  -2.54211  0.43397  -0.27
S  2.43897  0.65196  1.36008  -0.06
H  -2.42247  0.40248  0.30974  0.30
H  -2.85963  0.32744  -1.39226  0.36
H  -0.58829  1.18571  -2.01171  0.40
H  -1.52790  2.30519  -1.04631  0.36
H  -2.01079  -1.92016  -0.35277  0.36
H  -0.90944  -1.38215  -1.68909  0.38
H  0.72935  2.32638  -0.21366  0.46
H  -0.38202  1.68135  1.00418  0.44
H  0.10536  -0.33467  2.68305  0.22
H  -0.94601  -1.57103  2.27000  0.29
H  2.49858  0.36491  -1.21291  0.39
H  0.98502  -0.01196  -1.85204  0.31
H  1.81790  -1.19765  -0.92447  0.23
H  2.03419  -2.39170  1.39164  0.21
H  1.93453  1.77559  1.85645  0.21

Its HOMO energy is -0.4443 Eh. As for the total charge: +1. As for the molecular weight: 179.33 g/mol. The strongest force on any atom is 3.79 eV Å⁻¹.

=====

# 3
C6H15N3O as an isolated structure at a distorted geometry, computed with ωB97M-V/def2-TZVPD.

Last column: Mulliken charge in e.
Geometry (Å):
C  1.00322  -1.12837  1.54460  -1.02
C  -1.39295  -0.74489  1.47899  -0.96
C  1.02566  -1.41708  -1.37265  -1.59
N  -0.19962  -1.09314  0.73563  0.20
C  -0.17012  -0.86267  -0.62938  0.86
O  -1.30825  -0.85376  -1.25674  -0.68
H  1.10512  -0.21346  2.14225  0.30
H  1.90936  -1.21642  0.95079  0.34
H  0.95445  -1.97619  2.23111  0.34
H  -1.35952  0.29997  1.82001  0.28
H  -2.26755  -0.87743  0.84775  0.30
H  -1.48124  -1.39640  2.35043  0.35
H  0.82871  -1.33695  -2.43863  0.38
H  1.93816  -0.87366  -1.13508  0.39
H  1.16693  -2.46819  -1.11081  0.42
N  1.64830  1.56407  -0.22932  -0.44
N  -1.94803  1.56297  -1.08866  -0.64
C  0.40863  1.33769  -0.90113  -0.46
C  -0.79691  1.90067  -0.49789  -0.24
H  1.51766  1.94899  0.69846  0.18
H  2.26431  2.17788  -0.75136  0.23
H  -2.76076  1.80383  -0.53188  0.25
H  -1.79087  0.29348  -1.34958  0.43
H  0.52076  1.11750  -1.95395  0.45
H  -0.81546  2.45156  0.44704  0.33

Its HOMO energy is -0.2564 Eh. As for the molecular weight: 145.21 g/mol. The strongest force on any atom is 1.44 eV Å⁻¹.

=====

Question: The highest strongest force on any atom belongs to which entry?
Answer: C6H15N2O3Rb